Below is C11H25ClMoNO2P2 as an isolated structure in a non-equilibrium geometry, with properties calculated with ωB97M-V/def2-TZVPD.

```
43
Properties=species:S:1:pos:R:3:forces:R:3
C 1.8693 2.6816 0.2158 0.71 0.58 -0.75
C 1.2442 1.4519 0.5608 -0.03 -0.77 0.52
N 0.9318 0.5899 -0.4881 0.05 -0.78 0.81
C 1.4633 0.7351 -1.7166 0.73 0.74 0.12
C 2.2588 1.8114 -2.0152 -0.13 -0.59 -1.14
C 2.4117 2.8265 -1.0625 -0.20 0.42 1.40
C 1.0160 1.0113 1.8901 -0.48 0.13 -0.74
P 0.5716 -0.6874 2.2596 0.95 1.58 1.50
Mo -0.2043 -1.1355 0.0625 -0.77 -1.16 -2.00
P -0.0976 -1.4528 -2.3613 -1.38 0.77 -0.40
C 1.2889 -0.3795 -2.7111 0.32 -0.13 -0.47
O -1.9784 4.0763 2.8239 -0.16 -0.29 -0.89
O -4.9864 0.3864 2.2100 1.51 0.92 -1.09
H 2.0159 3.4399 1.0042 -0.05 -0.48 -0.62
H 2.7380 1.8274 -3.0075 -0.27 0.30 0.66
H 3.0071 3.7097 -1.3235 -0.36 -0.32 0.23
C 2.0408 -1.5007 2.9395 -0.43 -0.14 -0.06
C -0.7087 -0.7138 3.5639 -0.17 -0.22 0.09
H 1.1301 0.0326 -3.7167 0.44 -0.21 0.12
H 2.1693 -1.0370 -2.6693 0.03 0.29 -0.29
H -1.3713 3.3415 2.9414 0.17 -0.07 0.27
H 1.1761 1.7383 2.6883 -0.07 -0.24 -0.11
C 0.0409 -3.0662 -3.0959 0.28 -0.03 -0.18
C -1.5129 -0.6605 -3.2443 0.07 -0.14 -0.35
H -1.5770 -0.2487 -0.5289 -0.72 0.79 0.02
H -4.0852 -0.0088 2.2529 -1.04 0.22 0.07
H -4.8291 1.1729 1.6153 -0.49 -1.16 1.00
H -2.2560 3.9523 1.8968 0.02 0.34 0.59
H 0.6017 -2.3130 -0.9887 0.04 0.55 1.34
H -1.1905 -0.3149 -1.2682 -0.18 -0.08 0.87
H 2.2812 -0.9793 3.8742 0.22 -0.36 -0.15
H 1.8140 -2.5703 3.0807 0.34 0.39 0.16
H 2.8165 -1.3555 2.1778 -0.01 -0.15 0.41
H -0.3836 -0.1984 4.4768 0.05 -0.08 -0.25
H -1.6442 -0.2493 3.2138 0.44 -0.13 0.04
H -0.9258 -1.7627 3.8078 0.03 0.24 -0.01
H -1.2430 -0.6446 -4.3053 -0.44 -0.02 -0.01
H -2.4551 -1.2049 -3.0548 0.47 0.05 -0.23
H -1.6799 0.3768 -2.9056 0.29 -0.31 -0.20
H 0.0903 -2.9484 -4.1773 -0.10 -0.30 -0.07
H 0.9601 -3.5069 -2.7086 -0.02 -0.19 -0.18
H -0.8095 -3.6756 -2.7743 0.09 0.09 -0.17
Cl -1.9991 -2.5469 0.5679 0.23 -0.02 0.10
```
Positions in Å, forces in eV/Å.

<S²> = 2.0297
Multiplicity = 3
Charge = +1
Maximum force = 2.4 eV/Å
Electronic energy = -50344.8406 eV
Energy above the lowest of the compared OMol25 structures with the same formula, charge and spin = 1.695 eV
Orbital gap (spin up / spin down) = 5.37 / 5.94 eV

=====

Below is a 6-piece molecular cluster, C35H28BF3IO24 overall in a non-equilibrium geometry, with properties calculated with ωB97M-V/def2-TZVPD.

```
92
Properties=species:S:1:pos:R:3:forces:R:3
O 3.2323 -0.9806 2.0853 -1.24 -0.24 -0.51
C 1.8597 -0.5943 1.8357 -1.33 -0.64 0.11
O 0.9998 -1.6499 1.3537 1.50 0.39 0.70
B -0.1073 -0.8356 0.7553 0.07 -0.12 0.40
C -1.4637 -1.6143 0.2875 -0.62 -0.90 0.48
C -2.5001 -1.5207 1.5208 0.54 0.97 -0.84
O -3.0412 -2.8152 1.8867 0.37 1.01 0.41
C -3.6583 -0.5135 1.0839 0.41 -1.63 0.05
F -3.1929 0.7096 0.6301 -1.10 -1.99 0.97
F -4.5125 -0.2890 2.1953 0.80 -0.13 -2.40
F -4.3785 -1.1214 0.0391 0.60 1.60 1.96
O 0.6553 -0.0175 -0.2203 1.13 1.33 1.08
C 1.6971 0.5004 0.6270 0.49 -1.63 -2.21
I 1.4754 2.6046 1.2518 -0.14 -0.70 0.07
H 3.1842 -1.7835 2.6446 -0.11 0.66 -0.51
H 1.4029 -0.3042 2.8441 0.67 0.39 -1.44
H -0.3113 -0.0461 1.6418 -1.15 0.51 0.50
H -1.9403 -1.2169 -0.6602 0.52 -0.27 1.07
H -1.3144 -2.7336 0.1214 -0.08 1.39 0.20
H -2.0211 -1.0512 2.4401 -0.49 -0.46 -1.30
H -2.5870 -3.0347 2.7242 -0.50 0.10 -0.72
H 2.5643 0.5817 -0.0954 -0.49 -0.13 1.47
C 0.8738 6.7142 3.8886 0.16 -0.16 -0.17
C 0.3413 7.8914 4.2224 -0.43 -0.48 0.91
C 0.5222 9.0989 3.3660 0.24 0.40 -0.58
O 0.0044 10.1520 3.6954 -0.07 -0.23 0.27
C 1.3301 8.9652 2.1513 -0.25 0.24 0.29
C 1.8657 7.7883 1.8187 0.54 0.47 -1.08
C 1.6621 6.5751 2.6609 -0.20 -0.58 0.53
O 2.1514 5.5174 2.3148 0.14 0.50 -0.17
O 2.6174 7.6455 0.7009 -0.50 -0.40 1.01
O -0.3895 8.0410 5.3560 0.43 0.42 -0.89
H 0.7480 5.8305 4.4998 -0.01 0.01 -0.04
H 1.4684 9.8520 1.5480 -0.01 -0.03 0.00
H 2.8834 6.7055 0.6855 -0.01 0.02 -0.08
H -0.6608 8.9778 5.3671 -0.03 -0.07 0.03
C -1.7335 1.0251 -4.9360 0.02 0.01 0.14
C -1.3967 0.5854 -6.1489 -0.78 0.63 -0.35
C -0.2991 -0.4048 -6.3416 0.67 -0.56 0.38
O -0.0341 -0.7949 -7.4679 -0.30 0.28 -0.15
C 0.4245 -0.8675 -5.1572 0.00 0.51 -0.56
C 0.0926 -0.4261 -3.9403 1.01 -0.69 0.65
C -1.0234 0.5448 -3.7443 -0.45 0.36 0.19
O -1.3126 0.9126 -2.6237 0.14 -0.18 -0.19
O 0.7598 -0.8451 -2.8365 -1.13 0.78 -1.00
O -2.0402 1.0206 -7.2647 0.67 -0.55 0.35
H -2.5292 1.7418 -4.7835 0.02 -0.03 0.01
H 1.2279 -1.5697 -5.3129 -0.04 0.12 0.00
H 0.3413 -0.3850 -2.0698 0.53 -0.03 0.62
H -1.6122 0.5542 -8.0067 -0.02 0.01 0.05
C 0.1675 -4.0244 -2.8884 -0.31 0.09 -0.48
C -0.0342 -4.9515 -1.9486 0.23 0.72 0.85
C -0.5505 -6.3072 -2.2899 -0.21 -0.42 -0.26
O -0.7039 -7.1342 -1.4079 0.11 0.23 0.07
C -0.8613 -6.5902 -3.6940 0.01 -0.17 0.31
C -0.6629 -5.6628 -4.6313 -0.40 -0.72 -0.85
C -0.1192 -4.3156 -4.2930 0.31 0.63 0.56
O 0.0639 -3.5056 -5.1903 -0.26 -0.94 -0.09
O -0.9463 -5.9052 -5.9367 0.35 0.62 0.76
O 0.2239 -4.6990 -0.6440 -0.24 -0.75 -0.94
H 0.5433 -3.0390 -2.6528 -0.02 -0.02 0.04
H -1.2523 -7.5712 -3.9276 0.01 0.02 -0.01
H -0.7147 -5.0823 -6.4078 0.00 -0.03 0.01
H -0.0006 -5.5213 -0.1706 0.01 0.12 0.07
C 4.6731 -5.8843 -2.1362 -0.26 0.15 -0.10
C 5.8845 -5.9624 -1.5830 -0.01 -1.14 -0.15
C 6.5971 -4.7473 -1.0922 0.08 0.93 0.16
O 7.6954 -4.8644 -0.5756 -0.07 -0.42 -0.12
C 5.9392 -3.4505 -1.2591 0.44 -0.38 0.13
C 4.7272 -3.3697 -1.8160 -0.23 1.49 0.10
C 4.0037 -4.5887 -2.2821 -0.17 -0.60 -0.09
O 2.8942 -4.4780 -2.7683 0.38 0.20 -0.04
O 4.1067 -2.1783 -1.9789 0.19 -1.43 -0.18
O 6.5219 -7.1521 -1.4413 -0.03 1.04 0.12
H 4.1456 -6.7583 -2.4940 0.01 0.02 0.02
H 6.4737 -2.5758 -0.9148 -0.05 -0.01 0.02
H 3.2478 -2.3828 -2.3975 -0.07 0.24 0.14
H 7.3736 -6.9393 -1.0157 -0.04 -0.03 -0.01
C -5.2930 4.0267 4.1935 -0.04 0.35 0.51
C -4.7182 2.9006 3.7578 -0.54 -0.06 -1.45
C -3.8005 2.1076 4.6341 0.48 -0.36 0.38
O -3.3073 1.0787 4.2174 -0.16 0.36 -0.02
C -3.5271 2.6191 5.9817 -0.01 -0.15 -0.16
C -4.1004 3.7447 6.4099 0.55 -0.14 0.95
C -5.0360 4.5202 5.5467 -0.44 0.17 -0.77
O -5.5534 5.5354 5.9842 0.22 -0.10 0.34
O -3.8567 4.2340 7.6532 -0.49 0.09 -0.88
O -4.9473 2.4367 2.5070 0.62 0.14 1.49
H -5.9600 4.6092 3.5727 0.02 -0.03 0.00
H -2.8484 2.0474 6.6000 -0.01 0.01 -0.02
H -4.3880 5.0495 7.7180 0.04 -0.04 0.01
H -4.4254 1.6115 2.4271 -0.18 0.04 -0.16
```
Positions in Å, forces in eV/Å.

Charge = -1
Maximum force = 2.8 eV/Å
Electronic energy = -102818.4106 eV
Orbital gap = 5.68 eV

=====

Below is C33H49CaN2O4Sb as an isolated structure, with properties calculated with ωB97M-V/def2-TZVPD.

```
90
Properties=species:S:1:pos:R:3:forces:R:3
Ca -0.4165 0.1213 0.6376 -0.21 -0.48 -0.03
N 1.7126 -0.8512 1.7307 0.10 -0.05 0.06
C 1.6578 -1.0503 3.1304 0.00 0.01 -0.11
C 2.5109 -0.3183 3.9493 0.02 0.04 0.02
C 2.4622 -0.4507 5.3274 -0.03 -0.02 0.00
C 1.5525 -1.3280 5.8980 -0.01 0.00 -0.03
C 0.7023 -2.0545 5.0759 0.01 0.01 0.01
C 0.7260 -1.9388 3.6864 -0.05 -0.05 -0.01
C -0.2387 -2.7305 2.8588 0.00 -0.01 0.03
C -0.4177 -4.0772 3.1974 -0.01 0.01 0.00
C -1.3862 -4.8434 2.5664 -0.01 0.02 -0.02
C -2.1922 -4.2488 1.6044 0.01 0.00 0.02
C -1.9760 -2.9188 1.2595 0.03 -0.06 0.04
C -0.9851 -2.1066 1.8339 0.02 0.33 -0.06
H 2.6013 -0.4807 1.4110 0.01 0.03 -0.03
H 1.5083 -1.7050 1.2196 -0.03 0.02 0.01
H 3.2217 0.3606 3.4901 0.00 0.00 0.00
H 3.1315 0.1316 5.9483 0.00 0.00 0.00
H 1.4940 -1.4374 6.9735 0.00 0.00 0.00
H -0.0289 -2.7207 5.5179 0.00 0.00 0.00
H 0.2099 -4.5311 3.9585 0.00 0.00 0.00
H -1.5138 -5.8874 2.8280 0.00 0.00 0.00
H -2.9708 -4.8271 1.1159 0.00 0.00 0.00
H -2.6166 -2.4949 0.4863 -0.01 0.00 -0.01
C 2.7356 3.1774 0.5962 -0.02 -0.04 0.06
C 1.7038 2.4635 -0.2537 -0.01 0.02 -0.06
C 1.4148 3.2245 -1.5411 -0.01 0.01 0.01
O 0.5029 2.3796 0.5376 -0.04 -0.06 -0.09
C 2.1807 1.0320 -0.6422 -0.26 -0.09 -0.08
O 3.3838 0.7838 -0.6513 0.08 -0.05 0.02
O 1.2371 0.2130 -0.9421 0.09 0.31 0.19
H 2.4023 4.1967 0.7989 0.00 0.00 0.00
H 3.6983 3.1894 0.0901 0.00 0.00 0.00
H 2.8556 2.6555 1.5472 0.02 0.01 0.00
H 1.0604 4.2309 -1.3067 0.00 0.00 0.00
H 0.6515 2.7060 -2.1234 0.01 0.02 0.00
H 2.3204 3.2980 -2.1452 0.00 0.00 0.00
H -0.3102 2.4015 -0.0297 0.10 0.15 0.00
O -1.9012 1.5945 -0.4019 0.05 -0.01 0.17
N -2.8095 2.0752 0.5211 0.05 -0.07 -0.04
C -3.2026 1.2151 1.5450 0.07 -0.01 -0.03
C -3.6177 1.7088 2.7508 -0.02 0.02 0.00
C -3.6676 3.0882 2.9970 0.00 0.00 -0.02
C -3.2631 3.9419 1.9384 -0.01 0.00 0.04
C -2.8337 3.4355 0.7531 0.01 0.02 -0.04
H -3.2293 0.1635 1.2874 0.02 0.00 0.01
H -3.9252 0.9982 3.5081 0.00 -0.01 -0.01
H -3.9801 3.4814 3.9524 0.00 0.00 0.00
H -3.2882 5.0181 2.0547 0.00 0.00 -0.01
H -2.4973 4.0369 -0.0791 0.00 0.00 0.00
C -2.7949 -4.1879 -2.2228 -0.04 -0.01 0.00
C -2.4477 -3.1128 -3.2524 0.04 -0.01 0.04
C -3.5895 -2.0939 -3.2869 -0.02 -0.03 -0.02
C -2.3354 -3.7939 -4.6138 -0.02 -0.02 0.01
Sb -0.7223 -1.9748 -2.4329 0.03 0.02 0.02
C -0.2349 -0.5813 -4.0921 0.04 -0.01 0.06
C -0.6948 -0.9863 -5.4862 -0.02 0.03 0.00
C -0.9596 0.7010 -3.6727 -0.01 0.01 -0.06
C 1.2672 -0.3109 -4.1511 0.02 0.00 -0.01
C 0.8885 -3.4867 -2.3190 -0.04 0.06 -0.01
C 0.9164 -4.4908 -3.4648 0.01 -0.03 0.03
C 0.6388 -4.2174 -0.9955 0.04 -0.02 -0.03
C 2.2462 -2.7895 -2.2207 0.03 -0.05 -0.02
H -3.7592 -4.6451 -2.4848 0.02 0.01 0.00
H -2.8797 -3.7832 -1.2145 0.00 -0.01 0.02
H -2.0514 -4.9860 -2.2032 0.01 -0.02 0.00
H -4.5329 -2.6049 -3.5216 0.01 0.01 0.00
H -3.4321 -1.3277 -4.0483 0.00 0.02 -0.01
H -3.7138 -1.5874 -2.3262 0.00 -0.01 0.00
H -3.2965 -4.2767 -4.8415 0.02 0.00 0.00
H -1.5739 -4.5732 -4.6239 -0.01 0.03 -0.01
H -2.1221 -3.1026 -5.4232 -0.01 0.01 -0.02
H -1.7796 -1.0657 -5.5589 -0.01 -0.01 -0.01
H -0.2519 -1.9300 -5.8105 0.00 -0.01 0.00
H -0.3786 -0.2115 -6.1982 -0.01 -0.01 0.01
H -2.0429 0.5651 -3.6252 0.00 0.01 0.00
H -0.7519 1.4957 -4.4027 0.00 -0.02 0.01
H -0.6399 1.0459 -2.6894 0.00 -0.02 0.00
H 1.8000 -1.1420 -4.6193 -0.02 0.03 0.01
H 1.7000 -0.1252 -3.1690 -0.01 0.01 -0.01
H 1.4392 0.5780 -4.7739 -0.01 -0.01 0.00
H 0.0353 -5.1347 -3.4616 0.02 0.01 -0.01
H 1.7955 -5.1406 -3.3554 -0.01 0.00 -0.01
H 0.9835 -4.0031 -4.4408 0.00 0.00 0.01
H -0.3187 -4.7376 -0.9690 -0.02 -0.01 0.01
H 0.6472 -3.5354 -0.1418 0.00 0.00 0.00
H 1.4300 -4.9624 -0.8402 -0.01 0.01 0.00
H 2.5873 -2.4211 -3.1873 0.01 -0.02 0.03
H 2.9881 -3.5192 -1.8689 -0.01 0.01 0.00
H 2.2441 -1.9451 -1.5301 -0.01 0.02 0.01
```
Positions in Å, forces in eV/Å.

<S²> = 0.7685
Multiplicity = 2
Charge = -1
Maximum force = 0.5 eV/Å
Electronic energy = -71164.8667 eV
Orbital gap (spin up / spin down) = 5.23 / 7.74 eV

=====

Below is C5H10N2O as an isolated structure in a non-equilibrium geometry, with properties calculated with ωB97M-V/def2-TZVPD.

```
18
Properties=species:S:1:pos:R:3:forces:R:3
C 0.7255 0.0795 -1.1765 1.54 0.66 2.09
C -1.2194 -1.8903 0.5658 0.14 0.11 -0.90
C -1.0180 -0.4169 0.7143 -2.47 0.07 -0.58
C 1.1116 0.5344 0.6419 -2.11 -1.20 -2.14
N 0.6089 1.3384 -1.8454 -0.20 0.26 -0.72
C 0.0227 0.1693 1.4300 1.87 1.22 0.79
O -2.1028 0.2998 0.3127 1.42 -1.64 0.45
N 2.0919 1.3177 0.8073 0.81 -0.28 0.40
H -1.9127 1.2405 0.4486 0.27 0.11 0.34
H 2.8646 1.1721 0.1561 -0.32 0.18 -0.16
H 1.2825 2.0180 -1.5102 -0.08 -0.15 0.14
H -0.3161 1.7415 -1.7573 0.08 -0.04 0.02
H -0.0278 -0.6106 -1.5488 -0.31 -0.05 0.38
H 1.6900 -0.3869 -1.3814 0.03 0.02 -0.24
H 0.0581 0.1778 2.5193 -0.48 0.33 -0.08
H -1.6104 -2.1551 -0.4195 -0.18 0.03 0.09
H -0.2872 -2.4280 0.7320 -0.10 0.21 0.11
H -1.9613 -2.2012 1.3111 0.10 0.15 0.02
```
Positions in Å, forces in eV/Å.

Charge = 0
Maximum force = 3.2 eV/Å
Electronic energy = -10370.1426 eV
Energy above the lowest of the compared OMol25 structures with the same formula, charge and spin = 5.163 eV
Orbital gap (spin up / spin down) = 6.29 / 6.29 eV